Entry 1:
Formula: C4H5NS
Source: the Open Molecules 2025 dataset
Level of theory: ωB97M-V with the def2-TZVPD basis set

Summary:
max |F|	2.68	eV/Å
HOMO (alpha / beta)	-0.29251 / -0.28889	hartree
total charge	0
HOMO-LUMO gap (alpha / beta)	7.5 / 7.5	eV
relative energy (zero: lowest compared OMol25 entry of this formula, charge and spin)	67.7	kcal per mole
energy	-608.2427	Ha

```
11
Properties=species:S:1:pos:R:3:forces:R:3
C 0.90343 1.63435 -0.03679 -1.912 -0.751 -0.643
C -0.11405 0.06166 -1.47081 -0.091 1.749 -2.027
C -0.11454 -0.44852 1.00589 -0.649 1.010 -0.427
C 0.06078 0.39161 -0.04001 2.086 0.195 0.432
N -0.07806 1.36839 -2.35780 -0.355 -0.508 1.765
S 0.56956 2.49760 -1.44044 0.438 -1.998 0.638
H 1.28678 1.95066 0.89983 0.457 0.907 0.363
H 0.87443 -0.37396 -1.77349 -1.054 -0.418 0.103
H -1.03280 -0.49180 -1.71160 0.685 -0.106 -0.220
H 0.40892 -0.19607 1.93052 -0.516 -0.301 -0.041
H -0.89405 -1.22958 0.96613 0.913 0.220 0.057
```
Forces are in eV/Å.

=====

Entry 2:
Formula: C2H4OS2
Source: the Open Molecules 2025 dataset
Level of theory: ωB97M-V with the def2-TZVPD basis set

Summary:
max |F|	2.58	eV/Å
HOMO	-0.36118	hartree
total charge	0
HOMO-LUMO gap	7.9	eV
relative energy (zero: lowest compared OMol25 entry of this formula, charge and spin)	41.6	kcal per mole
energy	-950.1423	Ha

```
9
Properties=species:S:1:pos:R:3:forces:R:3
C 0.33841 0.30379 -0.49975 -1.372 0.185 1.250
C 0.35522 -0.62231 0.47299 -0.527 1.351 -2.135
O 4.29798 0.31158 -1.36554 1.538 0.058 1.682
S 4.18124 -0.44322 1.37420 0.681 0.340 -0.501
S 5.11576 0.26252 -0.11773 -2.208 -0.407 -1.185
H 0.17381 0.04782 -1.52541 0.616 -0.530 -0.510
H 0.08587 1.35414 -0.34471 0.640 -0.088 0.444
H 0.28791 -1.61258 0.12911 0.347 -1.402 -0.084
H 0.17414 -0.45826 1.49794 0.285 0.493 1.039
```
Forces are in eV/Å.

=====

Entry 3:
Formula: C14H16
Source: the Open Molecules 2025 dataset
Level of theory: ωB97M-V with the def2-TZVPD basis set

Summary:
max |F|	1.87	eV/Å
HOMO	-0.32949	hartree
total charge	0
HOMO-LUMO gap	9.9	eV
relative energy (zero: lowest compared OMol25 entry of this formula, charge and spin)	11.7	kcal per mole
structure (SMILES)	Cc1ccccc1.Cc1ccccc1
energy	-543.0543	Ha

```
30
Properties=species:S:1:pos:R:3:forces:R:3
C -1.97639 1.71698 -2.15304 -0.402 -0.278 1.421
C -2.07046 0.05066 -0.26674 0.216 -0.756 0.246
C -2.35985 0.36732 -1.58168 -0.477 -0.223 -0.506
C -2.32410 -1.23157 0.24689 -0.199 0.845 0.175
C -3.01828 -0.60856 -2.36707 0.519 0.353 0.509
C -2.92258 -2.18014 -0.53965 -0.665 -0.451 -0.610
C -3.24759 -1.87420 -1.86440 -0.255 0.466 -0.074
H -1.64471 0.77132 0.41955 0.159 0.191 -0.214
H -2.13548 -1.40646 1.29804 0.068 -0.145 -0.017
H -2.85488 2.29627 -2.43450 0.067 -0.146 -0.635
H -1.22810 1.57613 -2.92317 -0.082 0.357 -0.315
H -3.39900 -0.36797 -3.35180 0.288 0.099 -0.127
H -3.30606 -3.11086 -0.14196 0.453 -0.159 0.146
H -3.76216 -2.56124 -2.52467 -0.006 -0.273 0.289
H -1.56325 2.28005 -1.31257 0.375 0.106 -0.275
C 3.22692 2.05078 2.42273 0.647 0.457 -0.228
C 1.76809 -1.35092 0.22285 0.695 0.701 -0.282
C 1.77897 -1.31321 1.60138 -0.258 -1.408 0.969
C 2.34741 -0.27364 -0.44754 -0.042 -0.374 0.224
C 2.31173 -0.29585 2.36248 0.011 0.809 -1.372
C 2.81467 0.81659 0.28649 0.536 -0.200 -0.428
C 2.86070 0.80536 1.66505 -0.971 -0.241 1.574
H 1.37385 -2.21337 -0.29359 0.025 0.014 -0.109
H 1.43850 -2.19497 2.14463 -0.299 0.169 -0.146
H 2.51962 -0.33811 -1.51414 -0.338 0.287 -0.089
H 2.16072 -0.32525 3.43139 0.457 0.134 0.124
H 3.21242 1.69351 -0.21283 0.035 -0.109 -0.161
H 2.32819 2.66057 2.50690 0.090 0.240 0.089
H 4.00571 2.61817 1.90698 -0.286 0.130 -0.321
H 3.66538 1.94259 3.41396 -0.362 -0.595 0.144
```
Forces are in eV/Å.

=====

Entry 4:
Formula: C25H28ClIrN3O2P
Source: the Open Molecules 2025 dataset
Level of theory: ωB97M-V with the def2-TZVPD basis set

Summary:
max |F|	2.56	eV/Å
HOMO	-0.54431	hartree
total charge	+2
HOMO-LUMO gap	6.6	eV
relative energy (zero: lowest compared OMol25 entry of this formula, charge and spin)	65.4	kcal per mole
energy	-2189.5473	Ha

```
61
Properties=species:S:1:pos:R:3:forces:R:3
Ir -0.09873 -0.19345 0.14371 2.056 -1.505 0.268
Cl 1.01105 2.42186 -0.70993 0.225 -0.151 -0.020
C -0.21744 3.49775 -0.13932 -0.596 0.275 0.210
C 0.09270 4.77715 0.27010 0.189 -0.047 -0.150
C -0.93996 5.61230 0.67612 -0.110 -0.035 0.005
C -2.25084 5.16005 0.67565 -0.018 0.068 0.004
C -2.54785 3.85961 0.29708 0.004 -0.062 -0.093
C -1.52674 3.01093 -0.12433 0.525 -0.356 0.299
P -1.77306 1.30138 -0.69461 -0.265 -1.253 0.347
C -3.45514 0.90552 -0.19246 0.234 -0.083 0.068
C -4.43149 0.50069 -1.09885 0.094 0.193 0.007
C -5.73712 0.33921 -0.65790 -0.109 -0.106 -0.014
C -6.06085 0.54912 0.67507 0.034 -0.022 -0.057
C -5.07459 0.90538 1.58978 0.015 -0.071 0.079
C -3.76919 1.06742 1.16287 -0.053 -0.002 -0.134
C -1.64492 1.40301 -2.49117 0.239 -0.311 0.236
C -2.27861 2.44511 -3.16718 -0.015 -0.088 0.063
C -2.08600 2.57669 -4.53174 -0.055 0.064 -0.044
C -1.26565 1.68666 -5.21352 0.027 -0.036 0.007
C -0.63543 0.64890 -4.54065 0.026 0.017 -0.064
C -0.82092 0.51018 -3.17628 -0.125 0.075 0.076
H 1.11810 5.12024 0.27069 0.001 0.006 -0.031
H -0.71566 6.62092 0.99433 0.019 0.002 0.004
H -3.05235 5.81938 0.97834 0.010 0.007 0.023
H -3.57277 3.51790 0.31957 -0.012 -0.026 -0.007
H -4.18189 0.35518 -2.14252 -0.029 0.038 -0.017
H -6.50913 0.06369 -1.36347 0.001 -0.035 0.005
H -7.08481 0.43273 1.00306 -0.005 0.018 0.009
H -5.32998 1.07093 2.62785 0.000 -0.034 0.010
H -2.99574 1.36284 1.86449 -0.047 0.079 0.044
H -2.91148 3.13924 -2.62789 0.013 0.068 -0.054
H -2.56453 3.38382 -5.06946 -0.030 0.000 0.022
H -1.10619 1.81124 -6.27588 -0.018 -0.006 -0.010
H 0.01440 -0.02952 -5.07611 0.005 -0.015 0.016
H -0.30205 -0.26555 -2.62554 0.028 0.017 -0.126
N -1.05334 -1.33251 1.82709 -0.414 1.576 -1.158
C -2.18359 -2.23488 1.52462 -0.287 -0.391 -0.018
C -1.75280 -3.41500 0.67036 0.041 0.351 -0.080
C -1.36594 -3.02737 -0.74636 -0.329 -0.382 0.040
N -0.09604 -2.27442 -0.78617 -0.798 1.655 -0.125
H -0.30778 -1.85148 2.28712 0.212 0.162 -0.125
H -1.35281 -0.61524 2.48277 0.010 -0.079 0.122
H -2.95920 -1.66174 1.01370 0.062 0.084 0.058
H -2.61042 -2.61682 2.45503 0.079 0.137 0.066
H -2.59407 -4.10499 0.61129 0.043 -0.061 0.029
H -0.92852 -3.95162 1.15295 -0.052 -0.094 0.010
H -2.14790 -2.41002 -1.19051 0.075 0.037 -0.066
H -1.28357 -3.93926 -1.34251 0.163 0.096 -0.074
H 0.23086 -2.19024 -1.74637 0.118 0.054 0.021
H 0.62916 -2.77735 -0.27957 0.103 0.133 0.028
O 3.00747 -0.69669 -2.38335 -0.162 0.015 0.173
C 3.10633 -0.32794 -1.24693 0.560 0.060 -0.402
C 4.35491 0.19787 -0.53018 -0.156 -0.184 -0.054
C 3.90623 0.50468 0.90680 -0.019 0.076 -0.001
C 2.43860 0.19699 0.86056 0.411 -0.021 -0.282
O 1.54893 0.35601 1.72394 -0.353 0.275 0.213
N 2.06074 -0.29523 -0.32680 -1.624 -0.219 0.544
H 4.70160 1.07934 -1.06810 0.033 -0.004 0.013
H 5.13279 -0.56044 -0.59847 0.044 0.045 0.019
H 4.05394 1.54506 1.19748 -0.004 -0.019 0.053
H 4.39428 -0.11550 1.65931 -0.016 0.015 0.018
```
Forces are in eV/Å.

=====

Entry 5:
Formula: C28H44NO2
Source: the Open Molecules 2025 dataset
Level of theory: ωB97M-V with the def2-TZVPD basis set

Summary:
max |F|	1.14	eV/Å
HOMO	-0.39732	hartree
total charge	+1
HOMO-LUMO gap	8.7	eV
relative energy (zero: lowest compared OMol25 entry of this formula, charge and spin)	0.0	kcal per mole
structure (SMILES)	Cc1cc(C(C)(C)CC(C)(C)C)ccc1OCCOCC[N+](C)(C)Cc1ccccc1
energy	-1298.3261	Ha

```
75
Properties=species:S:1:pos:R:3:forces:R:3
C 2.27114 0.15315 2.29124 -0.024 0.096 0.027
C 1.58190 1.21038 1.47834 -0.125 -0.082 0.162
C 1.95882 1.44197 0.16775 -0.146 0.143 0.094
C 1.40241 2.45440 -0.61200 -0.081 0.132 0.120
C 0.46504 3.27275 0.00156 0.170 -0.089 -0.109
C 0.05788 3.05942 1.30946 -0.129 -0.016 0.361
C 0.59280 2.02074 2.05515 0.020 -0.097 -0.086
O 0.21692 1.68806 3.33830 0.328 -0.130 -0.384
C -0.71513 2.48322 4.03023 -0.646 0.125 0.102
C -2.18073 2.27185 3.61265 0.377 0.171 0.076
H -2.78467 3.00408 4.15763 0.064 -0.003 -0.109
O -2.67736 0.99127 3.97849 0.299 -0.036 0.153
C -2.90060 0.07476 2.94985 -0.088 -0.282 -0.207
C -1.57015 -0.55073 2.47351 -0.090 0.940 0.631
H -1.03733 0.18312 1.86432 0.036 -0.215 -0.048
H -0.97144 -0.73657 3.36849 0.029 -0.150 -0.175
N -1.66350 -1.80902 1.68694 0.010 0.036 0.038
C -2.22067 -2.90293 2.50045 -0.392 -0.649 0.440
H -1.64287 -3.02024 3.41519 0.091 0.094 -0.044
H -2.18428 -3.83264 1.93470 0.000 0.140 -0.023
H -3.25510 -2.69704 2.76305 0.044 0.112 -0.072
C -2.50640 -1.60530 0.49702 -0.521 0.080 -0.708
H -2.12556 -0.77037 -0.08928 0.113 0.022 0.071
H -2.49521 -2.50406 -0.11772 0.019 0.037 0.125
H -3.53159 -1.39624 0.79267 0.045 0.000 0.134
C -0.26146 -2.16540 1.26163 0.737 -0.359 -0.353
C -0.15477 -3.42024 0.43648 -0.019 0.040 0.048
C -0.23143 -3.35923 -0.95196 0.063 -0.035 0.082
C -0.10686 -4.50897 -1.71186 -0.018 0.009 -0.055
C 0.09756 -5.73162 -1.09444 -0.004 0.020 0.013
C 0.19300 -5.79933 0.28564 -0.002 -0.052 0.047
C 0.07172 -4.65041 1.04748 0.041 0.060 -0.079
H 0.17601 -4.71170 2.12114 0.010 0.005 0.139
H 0.37164 -6.74585 0.77087 0.024 -0.102 0.044
H 0.19715 -6.62687 -1.68726 0.013 -0.097 -0.064
H -0.16043 -4.44652 -2.78734 -0.003 0.004 -0.120
H -0.36524 -2.40876 -1.44566 -0.022 0.176 -0.065
H 0.12873 -1.31822 0.69334 -0.142 0.090 0.134
H 0.33332 -2.27342 2.17034 -0.155 0.138 0.041
H -3.42717 0.55343 2.11148 0.020 -0.103 0.091
H -3.55217 -0.67949 3.39852 -0.008 0.004 -0.197
H -2.31489 2.43453 2.53849 -0.022 0.017 0.032
H -0.46914 3.54700 3.94258 0.001 -0.042 0.022
H -0.61121 2.18309 5.07584 -0.040 0.123 -0.081
H -0.66568 3.73470 1.73858 -0.089 0.042 0.047
H 0.02617 4.10263 -0.52610 -0.056 0.087 -0.124
C 1.88445 2.67596 -2.03568 0.199 0.063 -0.204
C 3.35175 3.13855 -1.93263 -0.145 -0.026 -0.062
H 3.42292 4.01784 -1.29640 0.025 0.094 0.060
H 3.98503 2.36303 -1.51027 0.093 -0.099 0.048
H 3.73530 3.39563 -2.91685 0.079 0.020 -0.136
C 1.11559 3.79070 -2.74822 0.060 -0.177 0.165
H 1.33286 4.75267 -2.28921 -0.031 0.126 0.037
H 0.04166 3.63152 -2.72088 -0.144 0.039 -0.031
H 1.42879 3.84114 -3.78767 0.016 0.021 -0.123
C 1.88856 1.37104 -2.86792 -0.208 0.059 0.139
H 2.40263 1.59655 -3.80459 0.121 -0.029 -0.048
H 2.51765 0.65383 -2.33766 0.105 -0.039 -0.008
C 0.57965 0.63725 -3.23991 -0.013 -0.171 -0.025
C -0.12806 1.27745 -4.43759 0.058 -0.043 0.194
H -0.94546 0.64028 -4.77048 -0.105 -0.058 -0.050
H -0.54286 2.24876 -4.19358 -0.065 0.141 -0.023
H 0.56216 1.39791 -5.26831 0.080 0.029 -0.145
C -0.40021 0.54178 -2.06766 0.115 0.008 -0.235
H -1.25776 -0.06508 -2.35995 -0.122 -0.096 -0.048
H -0.76029 1.52436 -1.77688 -0.099 0.078 0.109
H 0.08813 0.08931 -1.20542 -0.016 -0.061 0.161
C 0.98043 -0.78813 -3.65272 -0.054 0.254 0.065
H 1.68080 -0.75697 -4.48312 0.120 -0.049 -0.124
H 0.10801 -1.35557 -3.97153 -0.127 -0.084 -0.059
H 1.45693 -1.31880 -2.82958 0.079 -0.064 0.110
H 2.72974 0.80746 -0.24327 0.113 -0.100 -0.084
H 3.17291 0.57513 2.73373 0.077 -0.065 0.109
H 2.57012 -0.69011 1.67149 0.036 -0.065 -0.031
H 1.63944 -0.18686 3.10697 0.019 -0.116 0.070
```
Forces are in eV/Å.